Record 1
# C4H12N2

C4H12N2 in the gas phase (wB97M-V/def2-TZVPD, the Open Molecules 2025 dataset).

The geometry in XYZ format:
```
18
Properties=species:S:1:pos:R:3:forces:R:3
N 1.12859 1.69318 -1.91516 0.06 -0.01 0.01
N -0.11290 0.74028 -0.04469 0.23 0.08 -0.60
C 1.15037 1.29534 -0.50708 -0.27 -0.35 0.06
C -0.17212 -0.68944 0.23652 -0.32 -0.11 0.55
C -1.45823 -1.33717 -0.29900 -0.16 -0.40 -0.04
C -0.00853 -0.94312 1.73589 -0.27 -0.07 0.37
H -0.57824 1.33412 0.62140 -0.10 -0.20 0.19
H 1.90208 0.50705 -0.39370 0.13 0.18 0.09
H -0.82670 -0.44481 2.27403 0.11 -0.03 -0.07
H 0.65717 -1.17290 -0.27480 0.21 0.24 -0.17
H 1.04593 2.69322 -2.03256 -0.14 0.00 0.05
H -1.96797 -0.67386 -0.99108 0.01 0.10 -0.07
H -2.16211 -1.60271 0.49587 0.06 0.15 0.01
H 0.32091 1.25441 -2.34601 0.13 0.13 -0.02
H -0.03050 -1.99136 2.04818 -0.09 -0.04 -0.34
H 1.42907 2.14414 0.12197 0.17 -0.01 -0.15
H 0.92576 -0.53733 2.10702 0.23 0.20 0.00
H -1.24258 -2.26904 -0.83680 0.01 0.15 0.12
```
Positions in Å, forces in eV/Å.

Properties
Frontier orbital gap in eV: 9.71
Net charge: 0
Calculated total energy in hartree: -269.09448
ΔE to the lowest compared entry with this formula, charge and spin in kJ/mol: 57.4
Highest occupied orbital energy in eV: -8.6

The Mulliken scheme yields these atomic charges, measured in e: -0.59 -0.36 -0.51 0.56 -1.28 -1.51 0.23 0.30 0.39 0.28 0.25 0.39 0.30 0.25 0.39 0.29 0.36 0.26


Record 2
# C4H5N3

C4H5N3 in the gas phase (wB97M-V/def2-TZVPD, the Open Molecules 2025 dataset).

The geometry in XYZ format:
```
12
Properties=species:S:1:pos:R:3:forces:R:3
N 1.67017 -0.68479 -2.12529 0.74 1.50 1.06
N -0.36893 -0.65282 -0.02804 -0.10 -0.57 0.09
N 0.74707 1.38235 2.44610 0.13 -0.90 -1.27
C 0.84341 0.71549 1.50359 0.45 0.86 -0.02
C 0.91208 -0.22537 0.35029 0.73 0.29 -1.06
C -1.48453 0.27005 -0.16625 0.00 0.06 0.00
C 1.70232 -0.02859 -1.15647 -1.32 -0.86 0.66
H -0.21208 -1.19061 -0.86966 -0.61 -0.25 0.15
H 1.56214 -1.04748 0.62737 -0.18 -0.21 0.41
H -1.37105 0.97437 -1.00137 0.06 -0.03 0.08
H -1.62713 0.82909 0.76268 0.01 -0.10 -0.15
H -2.37346 -0.34168 -0.34294 0.09 0.21 0.05
```
Positions in Å, forces in eV/Å.

Properties
Frontier orbital gap in eV: 9.83
Net charge: 0
Calculated total energy in hartree: -319.59219
ΔE to the lowest compared entry with this formula, charge and spin in kJ/mol: 315.1
Highest occupied orbital energy in eV: -10.2

The Mulliken scheme yields these atomic charges, measured in e: -0.46 -0.36 -0.36 0.08 0.34 -0.89 0.15 0.32 0.22 0.31 0.33 0.31


Record 3
# C2H6N3

A molecular structure, C2H6N3 (wB97M-V/def2-TZVPD, the Open Molecules 2025 dataset).

The geometry in XYZ format:
```
11
Properties=species:S:1:pos:R:3:forces:R:3
N 0.26753 0.08655 -0.45032 0.20 -0.47 -1.04
N -0.09594 0.00498 0.72418 0.41 1.18 -2.39
N -1.13096 1.25771 -2.43713 -2.16 1.55 -1.13
C 0.85034 -0.25767 1.78343 1.71 0.46 -0.44
C -0.43504 0.25335 -2.28335 2.37 -2.80 1.02
H 1.97323 -0.29742 1.44857 -2.07 -0.08 0.35
H 0.47489 -1.26145 2.06987 0.52 0.72 1.02
H 1.24253 -0.19359 -0.83852 -1.02 0.53 1.54
H -1.43456 1.36725 -3.46282 0.26 0.25 1.90
H 0.74049 0.64949 2.47993 -0.13 -1.92 -0.47
H -1.59417 1.71434 -1.65159 -0.11 0.59 -0.37
```
Positions in Å, forces in eV/Å.

Properties
Frontier orbital gap in eV: 9.93
Net charge: +1
Calculated total energy in hartree: -243.62920
ΔE to the lowest compared entry with this formula, charge and spin in kJ/mol: 540.2
Highest occupied orbital energy in eV: -14.8

The Mulliken scheme yields these atomic charges, measured in e: -0.12 -0.10 -0.14 -0.56 0.07 0.35 0.27 0.32 0.36 0.26 0.30


Record 4
# C4H12N2

C4H12N2 in the gas phase (wB97M-V/def2-TZVPD, the Open Molecules 2025 dataset).

The geometry in XYZ format:
```
18
Properties=species:S:1:pos:R:3:forces:R:3
N 1.84339 -0.47003 2.43921 0.33 0.21 0.24
N 0.31676 -0.13525 0.60108 0.20 -1.36 0.23
C -1.02385 -0.00757 0.07463 0.62 0.34 0.03
C -0.49129 0.48679 -2.35197 0.96 0.13 -0.87
C 0.64463 0.17339 1.97976 -0.49 0.55 -0.85
C -1.03822 -0.51802 -1.35374 -0.30 0.17 -0.22
H 1.06923 0.03028 -0.04799 -0.11 0.27 -0.05
H -0.13626 -0.00245 -3.26675 -0.45 -0.11 -0.03
H 1.97500 -1.37386 2.00551 -0.04 0.02 -0.02
H -2.06270 -0.73575 -1.67341 0.07 -0.14 0.19
H -0.20759 -0.11359 2.60079 -0.06 -0.02 -0.07
H -0.47206 -1.44811 -1.39132 -0.01 -0.08 0.01
H 0.76980 1.25922 2.04849 0.10 0.10 0.65
H -1.22205 1.23504 -2.64394 -0.18 0.05 0.05
H 2.65569 0.11306 2.28742 0.01 -0.22 -0.07
H -1.31756 1.04841 0.07096 -0.50 0.09 0.06
H 0.41437 1.03903 -2.07184 -0.19 -0.09 0.60
H -1.71727 -0.58059 0.69312 0.02 0.06 0.11
```
Positions in Å, forces in eV/Å.

Properties
Frontier orbital gap in eV: 9.42
Net charge: 0
Calculated total energy in hartree: -269.09268
ΔE to the lowest compared entry with this formula, charge and spin in kJ/mol: 62.1
Highest occupied orbital energy in eV: -8.2

The Mulliken scheme yields these atomic charges, measured in e: -0.61 -0.26 -0.45 -1.16 -0.45 -0.57 0.21 0.34 0.26 0.31 0.26 0.32 0.32 0.32 0.24 0.25 0.32 0.34


Record 5
# CH6O

2 unconnected molecules or ions with the total composition CH6O (wB97M-V/def2-TZVPD, the Open Molecules 2025 dataset).

The geometry in XYZ format:
```
8
Properties=species:S:1:pos:R:3:forces:R:3
O 0.47703 -2.11971 -0.65122 0.31 1.07 -0.14
C -0.34829 1.04047 0.41277 -0.04 0.02 -0.03
H 0.32085 1.49487 1.15827 -0.24 -0.19 -0.29
H 1.37689 -1.72844 -0.57761 -0.99 -0.37 -0.10
H -1.38085 1.37296 0.59512 0.39 -0.12 -0.08
H -0.29659 -0.05536 0.49328 -0.04 0.52 0.19
H -0.11241 -1.35338 -0.83443 0.72 -0.87 0.10
H -0.03664 1.34858 -0.59617 -0.11 -0.06 0.34
```
Positions in Å, forces in eV/Å.

Properties
Frontier orbital gap in eV: 12.43
Net charge: 0
Calculated total energy in hartree: -116.92278
ΔE to the lowest compared entry with this formula, charge and spin in kJ/mol: 4.2
Highest occupied orbital energy in eV: -11.5

The Mulliken scheme yields these atomic charges, measured in e: -0.67 -0.81 0.24 0.33 0.25 0.07 0.33 0.26